A structure of composition C72H132Cl4N24 in a non-equilibrium geometry, computed with ωB97M-V/def2-TZVPD.

## Properties
orbital gap	0.9	eV

```
! RIJCOSX wB97M-V def2-TZVPD def2/J DEFGRID3
* xyz 8 1
C -27.29 -14.77 14.68
C -28.74 -14.33 15.01
N -29.40 -13.58 13.89
C -29.87 -12.32 13.88
C -30.49 -12.11 12.73
N -30.29 -13.25 11.96
C -29.67 -14.14 12.73
C -30.74 -13.50 10.61
H -27.19 -15.45 13.90
H -26.86 -15.33 15.53
H -26.62 -13.92 14.55
H -28.58 -13.70 15.88
H -29.39 -15.13 15.28
H -29.83 -11.75 14.79
H -30.88 -11.15 12.44
H -29.41 -15.17 12.46
H -30.21 -14.37 10.21
H -30.42 -12.63 10.03
H -31.80 -13.74 10.48
C -43.59 2.36 13.55
C -42.87 1.81 14.79
N -41.37 2.07 14.72
C -40.47 1.94 15.80
C -39.25 2.05 15.16
N -39.43 2.42 13.82
C -40.72 2.40 13.64
C -38.36 2.92 12.92
H -43.38 3.42 13.34
H -44.68 2.24 13.71
H -43.28 1.71 12.72
H -42.87 0.72 14.94
H -43.17 2.27 15.74
H -40.79 1.74 16.80
H -38.27 1.84 15.59
H -41.21 2.58 12.66
H -38.81 3.69 12.30
H -37.95 2.18 12.23
H -37.56 3.18 13.55
C -36.13 -8.05 5.22
C -36.70 -7.90 3.81
N -38.15 -7.57 3.92
C -38.69 -6.28 4.00
C -40.01 -6.44 4.09
N -40.25 -7.86 4.11
C -39.11 -8.47 4.04
C -41.57 -8.54 4.29
H -36.51 -7.19 5.88
H -35.03 -7.99 5.15
H -36.50 -8.90 5.73
H -36.66 -8.71 3.08
H -36.15 -7.06 3.33
H -37.98 -5.48 3.95
H -40.87 -5.81 4.14
H -38.95 -9.58 4.11
H -41.98 -8.32 5.23
H -41.35 -9.58 4.20
H -42.34 -8.30 3.52
C -16.53 -1.32 9.05
C -15.30 -1.13 9.81
N -14.32 -0.11 9.04
C -14.63 0.57 7.79
C -13.48 1.19 7.35
N -12.60 0.87 8.42
C -13.09 0.12 9.40
C -11.26 1.50 8.40
H -17.31 -2.00 9.47
H -16.38 -1.83 8.04
H -17.14 -0.36 8.91
H -14.76 -2.08 9.85
H -15.54 -0.76 10.81
H -15.67 0.59 7.54
H -13.16 1.82 6.52
H -12.68 -0.33 10.30
H -11.53 2.49 8.38
H -10.92 1.37 7.35
H -10.49 1.22 9.07
C -20.83 -12.62 0.26
C -21.66 -12.17 -0.89
N -23.03 -12.61 -0.80
C -23.74 -13.21 -1.86
C -25.02 -13.40 -1.42
N -25.12 -12.84 -0.20
C -23.90 -12.39 0.20
C -26.25 -13.16 0.72
H -20.66 -13.68 0.38
H -21.17 -12.28 1.19
H -19.80 -12.28 0.24
H -21.33 -12.52 -1.85
H -21.71 -11.11 -0.98
H -23.21 -13.44 -2.79
H -25.78 -13.96 -1.88
H -23.52 -11.91 1.07
H -26.03 -14.17 1.19
H -27.02 -13.30 0.04
H -26.39 -12.46 1.54
C -37.72 -0.76 -6.91
C -36.69 -1.01 -8.04
N -35.32 -0.99 -7.38
C -34.41 -2.01 -7.60
C -33.30 -1.74 -6.81
N -33.49 -0.50 -6.24
C -34.71 -0.11 -6.59
C -32.64 0.36 -5.33
H -37.79 0.25 -6.47
H -37.37 -1.44 -6.11
H -38.74 -0.99 -7.22
H -36.76 -0.26 -8.80
H -36.84 -1.96 -8.54
H -34.74 -2.79 -8.24
H -32.41 -2.27 -6.66
H -35.21 0.81 -6.26
H -31.71 -0.17 -5.17
H -33.23 0.54 -4.41
H -32.61 1.40 -5.66
C -28.10 -1.69 6.78
C -29.48 -2.34 6.79
N -30.20 -2.06 8.10
C -30.65 -0.78 8.49
C -30.50 -0.66 9.92
N -30.35 -1.92 10.25
C -30.18 -2.77 9.20
C -30.52 -2.35 11.57
H -27.51 -2.14 5.99
H -27.60 -1.77 7.76
H -28.19 -0.60 6.66
H -29.34 -3.40 6.66
H -30.09 -1.92 6.05
H -30.67 0.01 7.73
H -30.78 0.22 10.49
H -29.97 -3.81 9.52
H -30.23 -3.39 11.77
H -31.59 -2.16 11.68
H -29.89 -1.75 12.22
C -44.60 0.70 6.15
C -44.26 1.60 7.37
N -43.20 2.63 7.07
C -42.50 2.72 5.93
C -41.64 3.79 6.06
N -41.82 4.30 7.30
C -42.81 3.64 7.93
C -41.06 5.34 7.93
H -45.17 1.18 5.38
H -45.19 -0.16 6.50
H -43.76 0.11 5.80
H -43.92 1.01 8.20
H -45.13 2.26 7.69
H -42.60 2.12 4.99
H -41.06 4.32 5.33
H -43.16 3.93 8.86
H -41.66 5.81 8.68
H -40.91 6.06 7.13
H -40.13 4.91 8.25
C -24.13 -8.76 15.80
C -22.92 -7.79 15.50
N -23.44 -6.40 15.51
C -23.75 -5.72 16.65
C -24.19 -4.54 16.23
N -24.09 -4.47 14.86
C -23.59 -5.63 14.43
C -24.51 -3.40 13.91
H -23.80 -9.78 15.94
H -24.81 -8.74 14.97
H -24.70 -8.36 16.63
H -22.41 -7.97 14.53
H -22.06 -7.85 16.19
H -23.77 -6.15 17.60
H -24.61 -3.67 16.72
H -23.39 -5.93 13.47
H -25.43 -3.71 13.42
H -23.68 -3.23 13.21
H -24.74 -2.48 14.49
C -18.06 -3.61 1.51
C -19.26 -4.41 0.99
N -19.60 -3.95 -0.49
C -19.05 -3.99 -1.66
C -19.96 -3.38 -2.64
N -21.04 -3.03 -2.11
C -20.86 -3.27 -0.53
C -22.50 -2.37 -2.72
H -17.10 -4.01 1.76
H -18.21 -3.03 2.35
H -17.96 -2.89 0.70
H -20.16 -4.31 1.58
H -19.17 -5.43 0.79
H -18.16 -4.31 -2.09
H -19.58 -3.47 -3.68
H -20.82 -2.37 0.17
H -22.30 -1.92 -3.62
H -22.81 -1.74 -1.89
H -22.85 -3.40 -2.83
C -24.25 3.57 17.27
C -23.26 3.89 18.31
N -23.88 4.01 19.66
C -24.22 5.18 20.29
C -24.95 4.87 21.39
N -24.94 3.50 21.48
C -24.37 3.01 20.39
C -25.79 2.65 22.33
H -25.17 4.10 17.46
H -24.38 2.50 17.14
H -23.96 4.01 16.29
H -22.73 4.82 18.12
H -22.52 3.14 18.39
H -23.94 6.06 19.80
H -25.64 5.48 22.00
H -24.38 1.94 20.15
H -26.03 3.19 23.32
H -25.35 1.74 22.65
H -26.71 2.53 21.81
C -30.99 11.13 0.79
C -31.98 11.89 0.37
N -27.23 14.70 3.03
C -27.12 14.33 4.29
C -25.96 14.92 4.88
N -25.39 15.59 3.85
C -26.09 15.41 2.70
C -24.23 16.43 3.81
H -28.53 9.23 -2.71
H -31.10 10.40 1.55
H -30.12 11.29 0.04
H -31.75 12.66 -0.36
H -33.01 11.66 0.67
H -27.89 13.71 4.75
H -25.45 14.98 5.83
H -25.72 15.82 1.70
H -23.58 16.16 3.03
H -23.76 16.27 4.77
H -24.56 17.49 3.77
Cl -32.87 -1.03 8.68
Cl -22.10 -4.18 0.30
Cl -41.37 2.52 10.13
Cl -27.69 -3.13 11.00
*
```